Entry 1:
ORCA calculation (ωB97M-V/def2-TZVPD) on a cluster of 2 separate species, C3H4ClNO2 in total.

Its HOMO energy (spin up / spin down) is -8.70 / -8.70 eV. As for the LUMO energy (spin up / spin down): -2.9 / -2.9 eV. As for the spin multiplicity: 1. As for the energy above the lowest of the compared OMol25 structures with the same formula, charge and spin: 173.4 kcal/mol. As for the total energy: -21276.005 eV. As for the total charge: 0.

Structure (XYZ):
```
11
C3H4ClNO2, DFT ωB97M-V/def2-TZVPD
C -1.1227 1.2117 0.8976
C -0.2868 0.1070 0.2969
C 0.5210 0.6215 -0.9425
N -0.4431 -0.9806 0.8133
O -2.2479 1.4120 0.6306
O 0.9035 -2.4446 -0.6011
Cl 1.5104 -3.5683 0.3314
H -0.6554 1.7865 1.7992
H 1.0414 -0.4161 -1.0203
H 1.0373 1.4995 -0.5939
H -0.2577 0.7715 -1.6113
```


Entry 2:
ORCA calculation (ωB97M-V/def2-TZVPD) on a cluster of 2 separate species, C3H4ClO2S in total.

Its HOMO energy (spin up / spin down) is -4.98 / -1.43 eV. As for the LUMO energy (spin up / spin down): 3.2 / 1.7 eV. As for the spin multiplicity: 1. As for the energy above the lowest of the compared OMol25 structures with the same formula, charge and spin: 90.5 kcal/mol. As for the total energy: -30625.948 eV. As for the total charge: -1.

Structure (XYZ):
```
11
C3H4ClO2S, DFT ωB97M-V/def2-TZVPD
C -1.5616 -0.8926 -0.1840
C -2.2581 -1.1173 -1.5099
C -1.0989 -0.1458 -1.3597
O -4.0048 -1.0129 3.4425
O -2.0075 -2.2537 4.1011
S -2.9536 -1.9180 2.9935
Cl -1.5750 1.5363 -1.4106
H -2.1416 -0.4590 0.7079
H -1.0051 -1.8250 0.0973
H -2.0866 -2.0767 -1.8437
H -3.2840 -0.7243 -1.6252
```


Entry 3:
ORCA calculation (ωB97M-V/def2-TZVPD) on an isolated molecule of C3H4ClOP.

Its HOMO energy (spin up / spin down) is -8.59 / -8.59 eV. As for the LUMO energy (spin up / spin down): -0.1 / -0.1 eV. As for the spin multiplicity: 1. As for the energy above the lowest of the compared OMol25 structures with the same formula, charge and spin: 54.5 kcal/mol. As for the total energy: -27031.009 eV. As for the total charge: 0.

Structure (XYZ):
```
10
C3H4ClOP, DFT ωB97M-V/def2-TZVPD
C -0.2816 0.6041 -1.5900
C 0.4053 -0.9371 0.1096
C 0.0703 0.0142 1.1746
O -0.9991 0.9240 0.8395
P -1.1854 1.5920 -0.6242
Cl 0.2543 0.4685 -3.1433
H -0.2987 -1.7182 -0.1210
H 1.4327 -1.0787 -0.1680
H -0.3331 -0.4876 2.0625
H 0.9355 0.6188 1.4604
```


Entry 4:
ORCA calculation (ωB97M-V/def2-TZVPD) on a structure of composition C3H4CuN3S.

Its HOMO energy is -7.35 eV. As for the LUMO energy: -1.9 eV. As for the spin multiplicity: 1. As for the total energy: -63115.398 eV. As for the total charge: 0.

Structure (XYZ):
```
12
C3H4CuN3S, DFT ωB97M-V/def2-TZVPD
N -1.9289 -0.6614 -0.1728
C -0.9752 -0.9531 -0.9497
C 0.4654 -1.1914 -0.5276
N 0.9919 -0.2368 0.4283
N 1.3287 0.9425 -0.3638
C 0.7343 1.6541 0.4295
S -0.2849 2.8010 0.9899
H -1.5788 -0.5952 0.7869
H -1.1991 -1.0170 -2.0174
H 1.0950 -1.2311 -1.4260
H 0.5056 -2.1648 -0.0261
Cu 0.8459 2.6533 2.8488
```


Entry 5:
ORCA calculation (ωB97M-V/def2-TZVPD) on a structure of composition C3H4DyFO3.

Its HOMO energy (spin up / spin down) is -6.54 / -6.54 eV. As for the LUMO energy (spin up / spin down): -2.3 / -2.1 eV. Its expectation value of S² is 9.2952. As for the spin multiplicity: 6. As for the total energy: -36113.403 eV. As for the total charge: 0.

Structure (XYZ):
```
12
C3H4DyFO3, DFT ωB97M-V/def2-TZVPD
C -1.9447 -0.2796 -0.5888
C -0.6081 -0.3753 -0.8367
H -2.5963 -0.8415 -1.2633
H -2.2829 -0.1382 0.4409
F 0.2519 0.2236 0.0377
H -0.1941 -0.3234 -1.8493
Dy -2.1280 3.3580 -2.4910
O -1.1870 -4.3260 0.0380
C -0.1147 -3.5090 0.2925
O 0.3504 -3.4975 1.4382
O 0.1236 -2.7143 -0.6603
H -1.4624 -4.7233 0.8720
```


Entry 6:
ORCA calculation (ωB97M-V/def2-TZVPD) on a structure of composition C3H4EuO3.

Its HOMO energy (spin up / spin down) is -4.73 / -4.81 eV. As for the LUMO energy (spin up / spin down): -0.2 / -0.3 eV. Its expectation value of S² is 15.7631. As for the spin multiplicity: 8. As for the energy above the lowest of the compared OMol25 structures with the same formula, charge and spin: 109.7 kcal/mol. As for the total energy: -28641.541 eV. As for the total charge: 0.

Structure (XYZ):
```
11
C3H4EuO3, DFT ωB97M-V/def2-TZVPD
O -1.6020 1.0071 -0.3941
C -2.1905 -0.2035 -0.1714
C -1.2264 -1.2488 0.2928
O -0.0223 -0.9973 0.3624
Eu 0.5810 1.2907 -0.0932
H -2.6860 -0.6429 -1.0687
H -2.9926 -0.1871 0.6033
H -1.6164 -2.1864 0.7281
C 3.1186 1.4207 -0.6507
O 3.8438 0.7894 0.2533
H 4.7930 0.9580 0.1381
```


Entry 7:
ORCA calculation (ωB97M-V/def2-TZVPD) on a cluster of 2 separate species, C3H4F2O in total.

Its HOMO energy is -10.46 eV. As for the LUMO energy: -0.5 eV. As for the spin multiplicity: 1. As for the energy above the lowest of the compared OMol25 structures with the same formula, charge and spin: 111.0 kcal/mol. As for the total energy: -10653.144 eV. As for the total charge: 0.

Structure (XYZ):
```
10
C3H4F2O, DFT ωB97M-V/def2-TZVPD
C 0.7669 0.6469 -0.4286
C -0.1023 1.0299 0.8096
C -0.5398 -0.0196 -0.0799
H 1.7387 -1.2013 -1.2823
H 0.8515 1.5640 -1.2209
H -0.6108 1.9457 0.3963
H 0.1835 1.1797 1.9545
O 1.8840 -0.2560 -0.1854
F -1.7443 -0.0216 -0.6048
F -0.2538 -1.2432 0.5858
```


Entry 8:
ORCA calculation (ωB97M-V/def2-TZVPD) on a cluster of 2 separate species, C3H4F3N in total.

Its HOMO energy (spin up / spin down) is -9.01 / -8.83 eV. As for the LUMO energy (spin up / spin down): -1.4 / -1.7 eV. As for the spin multiplicity: 1. As for the energy above the lowest of the compared OMol25 structures with the same formula, charge and spin: 172.0 kcal/mol. As for the total energy: -12810.533 eV. As for the total charge: 0.

Structure (XYZ):
```
11
C3H4F3N, DFT ωB97M-V/def2-TZVPD
C -0.5999 1.1699 -0.3322
C 1.6822 -0.7536 -0.3459
C -1.7116 0.2610 0.3488
N 1.3758 0.2823 0.4145
F -0.5238 2.3926 0.1691
F -2.9547 0.7489 0.3032
F -1.6792 -0.9165 -0.2697
H 1.9119 -0.5061 -1.4554
H 1.0392 -1.6747 -0.1843
H 2.7797 -1.1025 -0.0953
H -1.3195 0.0986 1.4472
```


Entry 9:
ORCA calculation (ωB97M-V/def2-TZVPD) on a cluster of 2 separate species, C3H4FIO in total.

Its HOMO energy (spin up / spin down) is -8.90 / -9.35 eV. As for the LUMO energy (spin up / spin down): -1.3 / -0.9 eV. As for the spin multiplicity: 1. As for the energy above the lowest of the compared OMol25 structures with the same formula, charge and spin: 92.4 kcal/mol. As for the total energy: -16036.894 eV. As for the total charge: 0.

Structure (XYZ):
```
10
C3H4FIO, DFT ωB97M-V/def2-TZVPD
C 1.2564 0.0140 0.3957
C -0.9207 -0.1642 -1.1726
C 0.2556 0.4884 1.3139
O 1.9191 0.7603 -0.2709
F -0.0870 1.7526 1.6232
I -2.3370 -1.6203 -0.7433
H 1.3262 -1.0792 0.2188
H -1.0916 0.6344 -1.9071
H 0.0326 -0.6126 -1.2675
H -0.3536 -0.1733 1.8098
```


Entry 10:
ORCA calculation (ωB97M-V/def2-TZVPD) on a cluster of 2 separate species, C3H4FN in total.

Its HOMO energy is -10.10 eV. As for the LUMO energy: 1.0 eV. As for the spin multiplicity: 1. As for the energy above the lowest of the compared OMol25 structures with the same formula, charge and spin: 39.2 kcal/mol. As for the total energy: -7380.838 eV. As for the total charge: 0.

Structure (XYZ):
```
9
C3H4FN, DFT ωB97M-V/def2-TZVPD
C 0.6970 -0.5372 -0.4339
C 0.9780 0.4925 0.3435
F 0.8438 1.8458 -0.0397
H 0.3491 -0.2830 -1.3901
H 0.6133 -1.4866 0.0171
H 1.4322 0.3787 1.3111
C -1.6048 -0.1327 0.1063
N -1.9794 -1.1792 -0.1149
H -1.3292 0.9017 0.2005
```


Entry 11:
ORCA calculation (ωB97M-V/def2-TZVPD) on an isolated molecule of C3H4FN3S.

Its HOMO energy is -7.67 eV. As for the LUMO energy: 0.3 eV. As for the spin multiplicity: 1. As for the energy above the lowest of the compared OMol25 structures with the same formula, charge and spin: 61.5 kcal/mol. As for the total energy: -21196.006 eV. As for the total charge: 0.

Structure (XYZ):
```
12
C3H4FN3S, DFT ωB97M-V/def2-TZVPD
N -0.5133 -0.9100 1.7243
C -0.9388 -0.1983 0.6578
S -2.2409 0.8339 0.1671
N -1.4350 1.5715 -1.0090
C -0.1731 1.2110 -1.1377
F 0.3947 1.8680 -2.2114
C 0.4905 0.3264 -0.3503
N 1.6788 -0.3070 -0.5378
H 0.2809 -1.4793 1.4835
H -1.2337 -1.3834 2.2232
H 2.0451 -0.6064 0.3482
H 1.6448 -0.9264 -1.3580
```


Entry 12:
ORCA calculation (ωB97M-V/def2-TZVPD) on an isolated molecule of C3H4FNO.

Its HOMO energy is -10.32 eV. As for the LUMO energy: 0.5 eV. As for the spin multiplicity: 1. As for the energy above the lowest of the compared OMol25 structures with the same formula, charge and spin: 6.9 kcal/mol. As for the total energy: -9430.319 eV. As for the total charge: 0.

Structure (XYZ):
```
10
C3H4FNO, DFT ωB97M-V/def2-TZVPD
C -0.6395 -1.2073 -1.2778
C -0.4151 -0.4051 -0.2524
F -1.2126 -0.5195 0.8932
C 0.6500 0.5761 0.0181
N 0.5059 1.1810 1.2344
O 1.6056 0.7296 -0.7198
H -0.0065 -1.2949 -2.0874
H -1.4322 -1.8306 -1.3086
H 1.2288 1.8318 1.6462
H -0.2842 0.9389 1.8542
```


- The highest spin multiplicity belongs to which entry?
  C3H4EuO3


- The lowest total charge belongs to which entry?
  C3H4ClO2S


- Look up the total charge of the second one.
  -1


- Which of these has the highest spin multiplicity?
  C3H4EuO3